[1]
2 unconnected molecules or ions with the total composition C20H30F4O8P2 at a distorted geometry. Source: OMol25; level of theory: ωB97M-V/def2-TZVPD.

```
64
C20H30F4O8P2, DFT ωB97M-V/def2-TZVPD
C -3.20553 1.46308 4.36454
C -3.09178 0.80371 2.93736
C -4.11090 1.37372 1.86634
C -3.51038 1.60344 0.42448
O -3.91323 0.55981 -0.53586
C -2.88929 0.54053 -1.50370
O -2.64039 1.60463 -2.01070
O -2.26767 -0.63339 -1.93288
C -1.06964 -0.98316 -1.22597
C -0.64202 -2.43017 -1.71869
C 0.67098 -2.56545 -2.56461
C 1.94218 -3.05339 -1.76782
C 3.19004 -3.30245 -2.53174
C 4.40093 -3.71560 -1.80664
C 4.45713 -3.90325 -0.35974
C 3.22309 -3.66460 0.39159
C 2.00619 -3.24702 -0.32764
P -1.51376 -1.20917 0.63902
P -3.11431 -2.71089 0.77755
O -4.32043 -2.33679 -0.01585
O -2.63841 -4.22934 0.27247
O -3.60373 -2.89286 2.37346
C 0.05098 0.11917 -1.22531
C 0.29731 0.83621 -2.60692
F 1.25638 -0.31207 -0.60189
H -4.03483 1.01691 4.98364
H -2.25285 1.19529 4.91434
H -3.24312 2.58187 4.34641
H -3.29313 -0.30278 3.05051
H -2.01407 0.86829 2.61339
H -4.96869 0.65712 1.80441
H -4.45118 2.37473 2.26419
H -3.81190 2.62820 0.09177
H -2.38836 1.59247 0.53634
H -1.49134 -2.82868 -2.34921
H -0.58314 -3.14651 -0.85386
H 0.98087 -1.67496 -3.16240
H 0.48806 -3.38782 -3.32081
H 3.23219 -3.14860 -3.63994
H 5.34538 -3.87108 -2.38691
H 5.37126 -4.19423 0.20310
H 3.17842 -3.75430 1.50746
H 1.11421 -3.04995 0.31410
H -0.38877 -1.74949 1.32959
H -2.48147 -4.83637 1.01831
H -4.57846 -2.98993 2.30786
H -0.32720 0.93695 -0.53878
H -0.16756 0.24794 -3.45180
H -0.05974 1.88949 -2.64043
H 1.40876 0.78772 -2.80676
C 4.28304 5.08060 -0.80300
C 4.29347 3.77598 -0.03252
O 3.15171 3.68527 0.83653
C 2.00868 3.29719 0.26225
O 1.88323 3.03326 -0.89982
C 0.89661 3.19672 1.30769
F 0.87114 4.26011 2.12969
F 1.04722 2.10818 2.08573
F -0.32074 3.11070 0.75045
H 4.21233 5.92879 -0.11905
H 5.18996 5.18152 -1.40039
H 3.42179 5.13642 -1.47093
H 5.17485 3.73476 0.60807
H 4.33963 2.91350 -0.70007
```

SMILES: CCCCOC(=O)O[C@](CCc1ccccc1)(PP(=O)(O)O)[C@H](C)F.CCOC(=O)C(F)(F)F
orbital gap: 9.24 eV
total charge: 0
HOMO energy: -0.3261 hartree

natural (NBO) atomic charge list, values in e, 8 entries: -0.6185, -0.4071, -0.4377, -0.0731, -0.5169, 0.9998, -0.5635, -0.5294

[2]
A single C5H9N molecule. Source: OMol25; level of theory: ωB97M-V/def2-TZVPD.

```
15
C5H9N, DFT ωB97M-V/def2-TZVPD
C -0.47905 1.16802 1.87456
C -0.57908 0.35214 0.85358
C -0.89524 0.06797 -0.53999
C -0.06498 0.68152 -1.64402
N -0.34380 -0.92322 0.38973
C 0.94477 -1.54970 0.27459
H -0.03016 0.85639 2.80214
H -0.86428 2.17109 1.82328
H -1.92193 -0.14992 -0.82511
H -0.57776 1.55554 -2.03965
H 0.08081 -0.03050 -2.45566
H 0.90800 0.99593 -1.27221
H 0.87578 -2.35243 -0.46050
H 1.20100 -1.98067 1.24266
H 1.74593 -0.86217 -0.02341
```

SMILES: C=C1[C@@H](C)N1C
orbital gap: 9.52 eV
total charge: 0
ΔE to the lowest compared entry with this formula, charge and spin: 49.36 kcal/mol
HOMO energy: -0.3114 hartree

natural (NBO) atomic charge list, values in e, 8 entries: -0.5014, 0.1821, -0.0844, -0.6330, -0.3999, -0.4136, 0.2051, 0.2100

[3]
A molecular structure, C22H16Cl3N2O7SZr at a distorted geometry. Source: OMol25; level of theory: ωB97M-V/def2-TZVPD.

```
52
C22H16Cl3N2O7SZr, DFT ωB97M-V/def2-TZVPD
Zr 0.51077 -1.23070 -0.79033
O -2.28123 1.92010 -2.07723
C -1.46843 1.09330 -1.45913
O -0.65913 0.37090 -2.04583
C -1.56853 1.01390 0.01267
C -2.21453 1.88560 0.87447
C -2.20083 1.58770 2.23967
C -1.59643 0.42700 2.68367
C -0.93953 -0.37850 1.74427
N -0.91683 -0.07570 0.45747
C -0.13943 -1.65760 2.05157
O -0.18673 -2.18810 3.12777
O 0.51317 -2.04540 1.00747
H -2.17803 1.86840 -3.04433
H -2.70273 2.76820 0.49217
H -2.66783 2.26620 2.93787
H -1.55953 0.14870 3.72477
O 1.10917 0.63360 2.47377
S 2.46147 0.50120 1.98117
O 3.45057 -0.11170 2.79057
N 2.28377 -0.23290 0.50527
C 2.19637 0.67840 -0.43173
O 1.73067 0.32920 -1.55753
C 2.58747 2.04530 -0.04693
C 2.64077 3.18260 -0.84123
C 2.96467 4.38550 -0.22953
C 3.21947 4.45060 1.13437
C 3.17077 3.30630 1.92487
C 2.86407 2.11460 1.31347
H 2.44857 3.11850 -1.90093
H 3.01007 5.28840 -0.81803
H 3.44457 5.40230 1.59367
H 3.35697 3.35120 2.98487
Cl 2.55907 -2.86060 -0.91223
C 2.93307 -2.90690 -2.66383
Cl 1.87007 -1.71660 -3.42583
H 2.71887 -3.90420 -3.05343
H 3.96897 -2.60680 -2.82023
Cl -0.40593 -4.16670 -0.29673
C -1.79563 -3.13350 -0.27853
C -2.69553 -3.12830 0.76367
C -3.74333 -2.21140 0.73997
C -3.88913 -1.34840 -0.33433
C -2.99463 -1.37540 -1.39013
C -1.89353 -2.25250 -1.37883
C -0.82963 -2.23250 -2.36983
H -2.57973 -3.80840 1.59297
H -4.45693 -2.20120 1.54747
H -4.71253 -0.65180 -0.35883
H -3.17253 -0.76990 -2.26803
H -1.11903 -1.71210 -3.28823
H -0.44553 -3.23000 -2.61793
```

orbital gap: 6.72 eV
total charge: +1
HOMO energy: -0.4010 hartree

natural (NBO) atomic charge list, values in e, 8 entries: 2.0134, -0.6250, 0.8269, -0.6159, 0.0619, -0.1705, -0.1512, -0.1052

[4]
A molecular structure, C38H45BrN2O3PS2SiTa. Source: OMol25; level of theory: ωB97M-V/def2-TZVPD.

```
94
C38H45BrN2O3PS2SiTa, DFT ωB97M-V/def2-TZVPD
Ta -0.12217 -0.83504 -0.18624
C -0.34216 -5.15476 4.63595
C -0.68563 -4.33714 3.41277
O -0.35238 -2.96514 3.67629
P -1.23922 -1.71858 3.16780
S 1.64541 -1.07346 1.07324
S -1.64795 -2.23640 1.13093
O -2.68251 -2.17924 3.82127
C -3.78441 -1.30067 3.59512
C -4.89629 -1.67431 4.54692
H -0.54446 -6.21098 4.44961
H -0.93865 -4.83107 5.48877
H 0.71246 -5.04282 4.88871
H -1.74452 -4.42140 3.16740
H -0.10750 -4.65707 2.54339
H -4.10595 -1.39090 2.55297
H -3.46865 -0.26265 3.75742
H -5.20819 -2.70567 4.38107
H -5.75782 -1.02282 4.39364
H -4.56445 -1.57566 5.58041
Br -2.20078 -0.12359 -2.12593
C -1.89180 -1.60493 -3.28322
C -2.42530 -1.56277 -4.53572
C -2.25444 -2.67433 -5.38708
C -1.58060 -3.77325 -4.94031
C -1.02893 -3.81684 -3.63541
C -0.33973 -4.96772 -3.18025
C 0.16720 -4.99611 -1.91598
C 0.04098 -3.87137 -1.06855
C -0.58157 -2.70188 -1.45056
C -1.15959 -2.70150 -2.76154
H -2.98301 -0.69735 -4.86644
H -2.67735 -2.65084 -6.38269
H -1.46087 -4.64042 -5.57911
H -0.24435 -5.81831 -3.84485
H 0.67869 -5.88056 -1.55464
H 0.45771 -3.93996 -0.06973
C -1.11350 0.90318 0.81044
Si -0.19618 2.48274 1.13560
C 0.36707 3.04672 -0.57559
N 0.99603 1.94620 -1.32513
C 0.80914 2.13027 -2.76888
C 1.41898 3.43429 -3.29573
C 2.79365 3.70000 -2.65313
C 3.36470 2.40533 -2.08655
C 2.44182 1.80833 -1.01768
C -1.39486 3.80804 1.75357
C -1.29087 4.36405 3.02993
C -2.20715 5.30385 3.48577
C -3.25021 5.71159 2.66804
C -3.37497 5.17275 1.39396
C -2.45793 4.23218 0.94963
C 1.20238 2.42449 2.37980
C 2.17194 3.43108 2.38832
C 3.17810 3.45411 3.34350
C 3.22557 2.46635 4.31863
C 2.26389 1.46642 4.33533
C 1.26193 1.44813 3.37436
H -1.98200 1.24826 0.23051
H -1.53981 0.55718 1.75575
H 0.97751 3.95951 -0.56505
H -0.55997 3.31918 -1.09315
H -0.25927 2.08587 -2.99225
H 1.26501 1.27611 -3.27138
H 0.74490 4.27037 -3.10066
H 1.50935 3.35831 -4.38253
H 2.69651 4.42778 -1.84354
H 3.47948 4.13966 -3.37886
H 4.35132 2.56647 -1.64768
H 3.50635 1.68909 -2.90300
H 2.62497 2.29212 -0.05710
H 2.68270 0.75435 -0.87505
H -0.47849 4.05948 3.68002
H -2.10556 5.71772 4.48138
H -3.96463 6.44473 3.02071
H -4.18831 5.48419 0.75024
H -2.58393 3.81561 -0.04539
H 2.14242 4.21697 1.63932
H 3.92163 4.24152 3.33034
H 4.01030 2.47879 5.06480
H 2.29508 0.69340 5.09301
H 0.52279 0.65657 3.39663
O 0.84951 -0.68793 -2.12036
N 1.70360 -1.47708 -2.74388
C 2.58134 -2.25842 -2.10058
C 3.44324 -3.05850 -2.82703
C 3.39120 -3.06511 -4.20670
C 2.46214 -2.25106 -4.84349
C 1.62234 -1.47018 -4.09084
H 2.56521 -2.18382 -1.02017
H 4.14285 -3.67727 -2.28413
H 4.05677 -3.69334 -4.78176
H 2.37288 -2.22475 -5.91951
H 0.84976 -0.82840 -4.48825
```

orbital gap: 6.86 eV
total charge: 0
HOMO energy: -0.2715 hartree

Löwdin atomic charge list, values in e, 8 entries: 0.9025, -0.0782, -0.3290, -0.4146, 0.6018, 0.1617, 0.2880, -0.4187

Q: Among the records above, which one has the highest orbital gap?
A: C5H9N